DFT (ωB97M-V/def2-TZVPD) results for the molecule C9H9N3OS at a distorted geometry.

Positions of all 23 atoms, in Å:
C1 0.57016 -1.70146 -1.30185
C2 0.78567 -2.24052 -2.52943
C3 -1.18062 -3.19737 -1.41387
C4 -1.60567 1.57535 -0.93477
C5 -0.58199 -2.28755 -0.61886
C6 -0.87338 0.16276 0.50665
C7 -0.08164 1.29511 0.59373
C8 0.99974 1.63055 1.52247
C9 -0.88595 -2.10005 0.75187
N1 -1.82818 0.38994 -0.51775
N2 -0.90816 -0.95755 1.29200
N3 -0.62808 2.20654 -0.28903
O1 -1.00703 -0.73255 2.54812
S1 -0.28447 -3.52668 -2.87714
H1 1.17698 -0.99175 -0.92041
H2 1.66857 -2.14361 -3.09953
H3 -2.15361 -3.86954 -1.23592
H4 -2.23007 2.24515 -1.55625
H5 1.10988 2.70884 1.57926
H6 0.92112 1.30359 2.59270
H7 1.96497 1.29023 1.31586
H8 -1.30075 -2.94228 1.28582
H9 -0.37888 3.15466 -0.49200

Cartesian forces (eV/Å) of the 6 atoms listed first:
C -2.3131 -2.4524 -1.2534
C -0.1346 -0.6118 1.0485
C -2.1081 -2.9890 -0.6746
C -1.7418 1.8853 -1.0009
C 1.4012 0.3251 -1.8304
C -0.2097 4.2387 -3.3404

Results
HOMO-LUMO gap ... 8.2 eV
Relative energy (zero: lowest compared OMol25 entry of this formula, charge and spin) ... 271.2 kJ/mol
Max |F| ... 5.40 eV/A

In the Mulliken picture, each atom carries the following charge in e: atom 1 (C): -0.43, atom 2 (C): -0.51, atom 3 (C): -0.32, atom 4 (C): -0.18, atom 5 (C): 0.22, atom 6 (C): 0.39, atom 7 (C): 0.09, atom 8 (C): -1.42, atom 9 (C): -0.44, atom 10 (N): -0.56, atom 11 (N): 0.78, atom 12 (N): -0.05, atom 13 (O): -0.73, atom 14 (S): -0.12, atom 15 (H): 0.57, atom 16 (H): 0.41, atom 17 (H): 0.29, atom 18 (H): 0.35, atom 19 (H): 0.37, atom 20 (H): 0.29, atom 21 (H): 0.34, atom 22 (H): 0.46, atom 23 (H): 0.18



DFT (ωB97M-V/def2-TZVPD) results for the ion C17H30NO2 with charge +1.

Positions of all 50 atoms, in Å:
C1 -0.60983 -5.35894 1.47925
C2 -1.76889 -5.69079 0.54709
C3 -2.55954 -4.46436 0.08419
O1 -1.83189 -3.67443 -0.84399
C4 -1.07094 -2.63174 -0.46771
C5 -0.32739 -2.04250 -1.49960
C6 0.47883 -0.95432 -1.26041
C7 0.55336 -0.41714 0.01901
O2 1.33953 0.72886 0.19218
C8 2.23196 0.75144 1.30790
C9 1.91433 1.92109 2.24075
C10 2.41082 3.27950 1.72783
C11 2.09495 3.57184 0.26108
N1 0.67100 3.29811 -0.03773
C12 0.17438 3.65190 -1.40248
C13 0.44141 5.11635 -1.72059
C14 -1.32499 3.34944 -1.46625
C15 -1.68329 1.89882 -1.16116
C16 -0.18172 -0.97933 1.04782
C17 -0.98268 -2.08257 0.81037
H1 -0.09355 -6.27177 1.76448
H2 0.10765 -4.70259 0.99104
H3 -0.96773 -4.87598 2.38636
H4 -1.38872 -6.20253 -0.33848
H5 -2.46403 -6.36210 1.05341
H6 -3.43880 -4.79665 -0.47583
H7 -2.90090 -3.87098 0.93718
H8 -0.39690 -2.47270 -2.48521
H9 1.06162 -0.51545 -2.05547
H10 2.16469 -0.19256 1.85171
H11 3.25030 0.84451 0.91445
H12 2.39185 1.73256 3.20205
H13 0.83632 1.94633 2.42080
H14 3.49423 3.32736 1.83964
H15 1.98778 4.06326 2.35946
H16 2.32853 4.61501 0.04996
H17 2.69128 2.93656 -0.39499
H18 0.08075 3.76909 0.65479
H19 0.59542 2.24936 0.07487
H20 0.71083 3.01053 -2.10789
H21 1.49942 5.32032 -1.85537
H22 0.04806 5.76365 -0.93961
H23 -0.05763 5.37784 -2.64892
H24 -1.66411 3.58514 -2.47477
H25 -1.85851 4.01577 -0.78411
H26 -1.10010 1.21482 -1.77203
H27 -2.73219 1.73072 -1.38657
H28 -1.53518 1.64203 -0.11447
H29 -0.13563 -0.57051 2.04705
H30 -1.53052 -2.50109 1.63806

Cartesian forces (eV/Å) of the 6 atoms listed first:
C -0.1095 -0.1210 -0.1652
C 0.0132 0.4533 -0.0259
C -0.2121 -0.5982 0.2204
O 0.1598 0.0322 -0.1969
C 0.2219 0.3985 -0.0699
C -0.1883 -0.1790 0.1532

Results
HOMO-LUMO gap ... 8.5 eV
SMILES ... CCCOc1ccc(OCCCC[NH2+][C@H](C)CC)cc1
Relative energy (zero: lowest compared OMol25 entry of this formula, charge and spin) ... 36.3 kJ/mol
Max |F| ... 0.80 eV/A
Total charge ... +1

In the Mulliken picture, each atom carries the following charge in e: atom 1 (C): -1.03, atom 2 (C): -0.35, atom 3 (C): -0.53, atom 4 (O): -0.44, atom 5 (C): 0.45, atom 6 (C): -0.62, atom 7 (C): -0.55, atom 8 (C): 0.11, atom 9 (O): -0.56, atom 10 (C): -0.83, atom 11 (C): -0.58, atom 12 (C): -0.91, atom 13 (C): -0.63, atom 14 (N): 0.44, atom 15 (C): 0.42, atom 16 (C): -1.67, atom 17 (C): -0.72, atom 18 (C): -1.04, atom 19 (C): -0.12, atom 20 (C): -0.52, atom 21 (H): 0.37, atom 22 (H): 0.25, atom 23 (H): 0.26, atom 24 (H): 0.28, atom 25 (H): 0.36, atom 26 (H): 0.30, atom 27 (H): 0.31, atom 28 (H): 0.47, atom 29 (H): 0.45, atom 30 (H): 0.48, atom 31 (H): 0.42, atom 32 (H): 0.47, atom 33 (H): 0.27, atom 34 (H): 0.41, atom 35 (H): 0.36, atom 36 (H): 0.45, atom 37 (H): 0.37, atom 38 (H): 0.51, atom 39 (H): -0.09, atom 40 (H): 0.24, atom 41 (H): 0.45, atom 42 (H): 0.37, atom 43 (H): 0.46, atom 44 (H): 0.39, atom 45 (H): 0.32, atom 46 (H): 0.22, atom 47 (H): 0.46, atom 48 (H): 0.29, atom 49 (H): 0.50, atom 50 (H): 0.28